1.
54
Properties=species:S:1:pos:R:3 method="wB97M-V/def2-TZVPD" gap_ha=0.29203 multiplicity=1 total_energy_ha=-1470.93283 e_lumo_ha=-0.0432 total_charge=0
H -1.4373 -1.4732 -3.0147
N -1.7972 -2.0649 -2.2628
C -2.2982 -1.3636 -1.3369
C -2.3051 0.1603 -1.3753
C -0.8949 0.6630 -1.2353
C -0.1835 0.6148 -0.1086
C 1.2134 1.1152 -0.1229
O 1.6999 1.7008 0.8130
C 1.9387 0.8798 -1.3965
C 3.2942 0.5860 -1.4456
C 3.9143 0.3401 -2.6790
B 5.4532 -0.0356 -2.8098
C 6.4508 0.1750 -1.6144
O 5.9182 -0.5149 -4.0140
C 3.1566 0.4319 -3.8606
C 1.7971 0.7297 -3.8201
C 1.2063 0.9436 -2.5813
C -0.2521 1.2245 -2.4665
O -0.8721 1.8572 -3.2788
H -2.7449 -1.8693 -0.4846
H -2.9754 0.6003 -0.6407
H -2.6842 0.4450 -2.3548
H -0.5910 0.2050 0.8037
H 3.8544 0.5227 -0.5257
H 7.2237 -0.5909 -1.6135
H 6.9383 1.1424 -1.7572
H 5.9607 0.1856 -0.6461
H 5.4232 -1.2689 -4.3465
H 3.6490 0.2445 -4.8031
H 1.1949 0.7981 -4.7136
F -1.6961 4.6983 5.2608
C -1.6429 4.4227 3.9412
C -2.6541 4.8836 3.1224
C -2.5941 4.6016 1.7652
C -1.5369 3.8615 1.2521
C -0.5298 3.4030 2.0941
C -0.5803 3.6897 3.4516
H -3.4712 5.4526 3.5454
H -3.3749 4.9612 1.1081
H -1.4972 3.6421 0.1922
H 0.2967 2.8189 1.6941
H 0.1946 3.3508 4.1266
F -3.6337 -2.4979 1.0890
C -3.1550 -3.5979 1.7238
C -2.4258 -4.5151 0.9957
C -1.9327 -5.6358 1.6479
C -2.1812 -5.8233 3.0011
C -2.9213 -4.8857 3.7086
C -3.4120 -3.7568 3.0688
H -2.2495 -4.3515 -0.0606
H -1.3532 -6.3637 1.0967
H -1.7975 -6.7007 3.5040
H -3.1185 -5.0323 4.7618
H -3.9847 -3.0092 3.6013


2.
58
Properties=species:S:1:pos:R:3 method="wB97M-V/def2-TZVPD" gap_ha="0.29979 / 0.29881" multiplicity=1 total_energy_ha=-3115.73924 e_lumo_ha="-0.0201 / -0.0210" total_charge=0
Fe -0.3900 0.8329 -1.3992
O 1.0949 1.9506 -0.6358
C 2.3016 1.6712 -0.5966
C 2.9404 0.5709 -1.2314
C 4.3161 0.3997 -1.0188
C 4.9719 -0.6384 -1.6146
C 4.2917 -1.5358 -2.4637
C 2.9579 -1.3860 -2.6919
C 2.2089 -0.3409 -2.0670
O 0.9540 -0.2700 -2.2623
N 6.3949 -0.8209 -1.3694
O 6.9260 -1.8049 -1.8507
O 6.9288 -0.0898 -0.5536
H 2.9477 2.3428 -0.0148
H 4.8613 1.0815 -0.3791
H 4.8512 -2.3383 -2.9228
H 2.4177 -2.0661 -3.3360
N -1.4729 1.3773 1.3681
P -0.7754 -0.0064 0.6581
C -1.9147 -1.3314 1.1313
C -1.5642 -2.3627 1.9998
C -2.4860 -3.3547 2.3007
C -3.7519 -3.3263 1.7330
C -4.1048 -2.3008 0.8659
C -3.1907 -1.3058 0.5660
C 0.7407 -0.3596 1.5833
C 1.1537 0.3529 2.7028
C 2.3590 0.0427 3.3178
C 3.1514 -0.9831 2.8210
C 2.7409 -1.7009 1.7056
C 1.5435 -1.3848 1.0835
C -1.8354 2.4438 0.5702
C -2.4409 3.5874 1.0952
C -2.8193 4.5897 0.2307
C -2.5952 4.4474 -1.1359
C -1.9810 3.2964 -1.5705
N -1.5972 2.3202 -0.7386
H -1.8425 1.3722 2.3060
H -0.5769 -2.3951 2.4418
H -2.2108 -4.1539 2.9764
H -4.4634 -4.1091 1.9617
H -5.0815 -2.2781 0.4014
H -3.4750 -0.5214 -0.1239
H 0.5485 1.1653 3.0855
H 2.6809 0.6049 4.1847
H 4.0924 -1.2197 3.3001
H 3.3594 -2.4963 1.3102
H 1.2297 -1.9319 0.2004
H -2.6080 3.6676 2.1606
H -3.2942 5.4821 0.6164
H -2.8952 5.2053 -1.8435
H -1.7940 3.1147 -2.6215
B -4.4802 -0.6472 -2.8115
C -2.9692 -0.3031 -2.5593
N -1.8782 -0.0127 -2.3126
H -4.5848 -1.8515 -2.8608
H -5.0744 -0.1848 -1.8531
H -4.8168 -0.1071 -3.8395


3.
57
Properties=species:S:1:pos:R:3 method="wB97M-V/def2-TZVPD" gap_ha=0.16522 multiplicity=1 total_energy_ha=-4498.94896 e_lumo_ha=0.0700 e_above_lowest_kj_mol=23.55 total_charge=-1
C -6.3881 0.2092 3.2043
C -4.9424 0.6373 3.3522
O -4.0552 -0.3067 2.8101
C -2.7724 0.1834 2.8567
C -1.7420 -0.7789 2.5953
C -0.3694 -0.5062 2.6221
C 0.1239 0.8041 2.7871
C 1.4709 1.0474 2.8923
C 2.3697 -0.0008 2.8485
Br 4.2174 0.3275 3.0436
C 1.9195 -1.2956 2.6645
C 0.5753 -1.5530 2.5383
O -2.5206 1.3519 3.1412
H -7.0603 0.8173 3.8126
H -6.7109 0.2772 2.1652
H -6.4968 -0.8337 3.5037
H -4.7395 1.6018 2.8657
H -4.6557 0.7465 4.4065
H -2.0665 -1.7927 2.4549
H -0.5792 1.6161 2.8390
H 1.8400 2.0534 3.0101
H 2.6410 -2.0947 2.6237
H 0.2307 -2.5579 2.3859
C -5.6572 -8.1577 -3.2473
C -5.2736 -7.0987 -2.2755
C -6.2308 -6.5381 -1.4440
C -5.8819 -5.5619 -0.5349
C -4.5766 -5.1429 -0.4462
S -4.1619 -3.8821 0.7575
O -5.4928 -3.4219 1.2793
O -3.0408 -4.3987 1.6082
N -3.4818 -2.7252 -0.3272
C -4.1383 -2.0031 -1.3121
C -5.4575 -2.0289 -1.7777
C -5.8078 -1.1911 -2.7997
C -4.8766 -0.3087 -3.3698
C -3.5860 -0.2584 -2.9193
C -3.2019 -1.1195 -1.8844
C -1.9660 -1.3387 -1.2144
N -0.7160 -0.6355 -1.4379
O -0.6746 0.2199 -2.3312
O 0.2581 -0.9249 -0.7292
C -2.1782 -2.3286 -0.2835
C -3.6137 -5.6805 -1.2656
C -3.9615 -6.6577 -2.1752
H -4.7963 -8.4984 -3.8237
H -6.0858 -9.0179 -2.7307
H -6.3985 -7.7837 -3.9537
H -7.2519 -6.8708 -1.5111
H -6.6165 -5.1274 0.1235
H -6.1633 -2.6946 -1.3134
H -6.8186 -1.2110 -3.1730
H -5.1885 0.3416 -4.1708
H -2.8649 0.4304 -3.3237
H -1.4347 -2.7311 0.3851
H -2.5937 -5.3444 -1.1767
H -3.2085 -7.0865 -2.8145


4.
59
Properties=species:S:1:pos:R:3 method="wB97M-V/def2-TZVPD" gap_ha=0.31280 multiplicity=1 total_energy_ha=-3445.94728 e_lumo_ha=0.0101 e_above_lowest_kj_mol=0.00 total_charge=0
Ca 0.6551 0.6903 -1.9815
O 2.9253 1.2013 -1.6054
C 3.0421 0.0083 -1.2241
O 2.3878 -0.9386 -1.7452
C 3.7864 -0.2624 0.0542
C 5.1440 -0.5418 0.1089
C 5.7429 -0.8053 1.3306
C 4.9869 -0.8009 2.4965
C 3.6305 -0.5240 2.4393
C 3.0191 -0.2358 1.2218
P 1.2153 0.0564 1.0409
C 0.5975 -1.5303 1.7100
C 0.7012 -2.6324 0.8604
C 0.2931 -3.8847 1.2865
C -0.2341 -4.0506 2.5618
C -0.3401 -2.9591 3.4088
C 0.0779 -1.7025 2.9865
C 0.7742 1.2823 2.3119
C 1.7009 2.0997 2.9519
C 1.2756 3.0863 3.8326
C -0.0760 3.2663 4.0806
C -1.0079 2.4658 3.4319
C -0.5874 1.4885 2.5456
H 5.7270 -0.5564 -0.8031
H 6.8021 -1.0239 1.3743
H 5.4532 -1.0206 3.4483
H 3.0375 -0.5388 3.3467
H 1.1179 -2.5024 -0.1333
H 0.3848 -4.7344 0.6217
H -0.5575 -5.0293 2.8927
H -0.7450 -3.0805 4.4057
H -0.0062 -0.8585 3.6595
H 2.7584 1.9755 2.7591
H 2.0066 3.7161 4.3233
H -0.4048 4.0341 4.7691
H -2.0660 2.6106 3.6093
H -1.3172 0.8783 2.0236
Cl -3.6608 2.5560 -2.7715
C -2.2097 3.4239 -3.3689
Cl -2.3226 3.6904 -5.1056
C -0.9716 2.6118 -2.9485
O -0.7057 2.6437 -1.7314
O -0.3453 1.9428 -3.8067
H -2.2106 4.3831 -2.8646
C -4.7734 -0.9038 -4.0669
N -3.5970 -0.9691 -3.2276
C -3.6451 -1.0256 -1.7774
C -2.2064 -0.6593 -1.4188
O -1.7565 -0.5540 -0.2994
N -1.5043 -0.4309 -2.5764
C -2.3785 -0.5183 -3.5798
N -2.0560 -0.1947 -4.8344
H -5.5769 -1.4516 -3.5808
H -4.5836 -1.3861 -5.0261
H -5.1000 0.1266 -4.2350
H -3.9121 -2.0136 -1.4016
H -4.3304 -0.2819 -1.3641
H -1.2636 0.4408 -4.9058
H -2.7910 -0.0768 -5.5101